(a)
DFT (ωB97M-V with the def2-TZVPD basis set) results for a molecular structure, H39O20.

Molar mass: 359.292 g/mol
LUMO energy: 2.3 eV
Spin multiplicity: 1
Total charge: -1
Orbital gap: 9.414 eV

The geometry in XYZ format:
```
59
H39O20 ωB97M-V with the def2-TZVPD basis set
O 2.973 1.369 -2.108
H 3.625 1.268 -2.698
O 3.188 0.888 0.413
H 3.017 1.053 -0.875
H 3.888 0.236 0.400
O 3.118 4.162 0.259
H 2.937 3.783 -0.631
H 3.787 4.868 0.091
O 0.713 0.081 -2.714
H 0.265 0.616 -1.980
H 1.589 0.503 -2.593
O 0.478 -0.746 1.227
H 0.334 -0.212 0.421
H 1.304 -0.836 1.552
O -2.084 2.070 -1.143
H -2.288 2.977 -0.625
H -1.091 2.375 -1.128
O -0.833 -3.755 2.700
H -0.919 -4.587 2.265
H -0.921 -4.012 3.489
O 0.341 1.565 -0.379
H 0.102 1.854 0.507
H 1.308 1.592 -0.395
O -2.540 -3.220 -1.038
H -3.189 -2.583 -0.583
H -1.636 -3.023 -0.844
O -0.703 3.939 0.188
H -0.844 4.543 0.986
H 0.231 4.094 -0.250
O -2.096 -1.348 1.211
H -1.451 -1.284 0.521
H -1.446 -1.608 1.842
O 1.693 2.339 1.839
H 2.160 3.093 1.515
H 2.319 1.701 1.467
O 1.106 -4.146 -0.546
H 0.776 -4.336 -1.519
H 1.345 -3.209 -0.764
O -0.913 -1.753 -2.209
H -0.064 -1.264 -2.393
H -1.451 -0.996 -2.229
O -3.518 -3.809 -3.012
H -3.624 -4.428 -2.294
H -2.541 -3.508 -2.869
O -3.198 1.254 1.871
H -2.931 0.967 1.068
H -3.258 0.343 2.409
O -0.438 3.693 2.574
H 0.154 3.118 2.387
H -1.281 3.195 2.713
O 1.342 2.716 -5.068
H 2.214 2.346 -4.706
H 0.820 3.270 -4.601
O -1.527 -2.313 4.748
H -1.594 -1.710 3.988
H -2.426 -2.413 5.145
O 2.509 -3.126 1.105
H 1.690 -2.604 0.947
H 2.223 -4.066 0.925
```



(b)
DFT (ωB97M-V with the def2-TZVPD basis set) results for 20 unconnected molecules or ions with the total composition H39O20.

Molar mass: 359.292 g/mol
LUMO energy: 1.8 eV
Spin multiplicity: 1
Total charge: -1
Orbital gap: 8.555 eV

The geometry in XYZ format:
```
59
H39O20 ωB97M-V with the def2-TZVPD basis set
O -1.061 -0.561 2.429
H 3.136 4.663 2.232
O -4.269 -2.178 2.770
H -3.926 -1.293 2.574
H -3.785 -2.651 3.325
O 5.203 -0.269 -0.691
H 1.631 4.901 -1.092
H 4.345 -0.075 -0.121
O 3.970 2.583 0.772
H 3.420 2.391 1.475
H 2.106 1.381 -0.081
O 1.068 1.439 -0.036
H -3.532 -4.126 -0.975
H 5.692 -0.398 0.108
O 3.917 -2.046 -3.295
H -1.169 -0.470 1.544
H 3.544 2.853 -0.011
O -4.445 -1.250 -1.253
H -3.474 -1.014 -1.116
H -4.760 -0.437 -1.039
O -0.359 -2.560 -4.133
H 4.433 -1.921 -2.550
H -2.937 2.061 -0.278
O 1.696 -1.158 4.053
H 1.321 -0.664 3.272
H 1.359 -2.018 4.225
O -0.820 1.724 -2.454
H -1.150 0.937 -2.774
H -1.483 2.099 -1.963
O -3.052 -4.317 -1.791
H -1.934 0.520 -0.233
H -2.690 -3.539 -1.972
O 2.212 4.704 1.965
H -2.290 0.872 1.835
H 3.779 -1.306 -3.730
O -1.193 -0.180 -0.250
H -0.308 0.241 -0.365
H -0.446 -2.148 -4.947
O 1.656 4.042 -1.376
H -0.072 -1.918 -3.495
H 0.823 3.742 -1.683
O -2.406 3.720 -2.362
H -2.325 2.871 -1.717
H -1.943 3.565 -3.190
O 0.789 -2.124 -1.497
H 1.636 -1.439 -1.324
H -2.119 -2.977 4.269
O -3.122 0.636 2.136
H 0.106 -2.010 -0.938
H -3.757 1.192 1.621
O -2.809 1.588 -0.929
H 0.615 1.728 -0.951
H 2.356 4.941 1.107
O 4.644 -0.637 1.952
H 4.207 0.100 2.394
H 4.533 -1.443 2.509
O -1.855 -3.753 3.746
H -1.307 -3.538 3.118
H -1.753 -0.915 2.900
```



Of them, (b) has the lowest stability.



(a)
DFT (ωB97M-V with the def2-TZVPD basis set) results for 2 unconnected molecules or ions with the total composition C2H5NO2.

Molar mass: 75.067 g/mol
LUMO energy (alpha / beta): -0.1 / 0.0 eV
Spin multiplicity: 1
Total charge: 0
Orbital gap (alpha / beta): 8.872 / 8.037 eV

The geometry in XYZ format:
```
10
C2H5NO2 ωB97M-V with the def2-TZVPD basis set
C -1.545 -0.824 -0.008
C 1.305 -0.571 -0.048
N -1.549 0.437 0.006
O -2.144 -1.835 0.102
O -2.799 1.356 0.040
H 1.482 -1.625 -0.008
H 1.359 -0.080 -0.997
H 1.382 -0.005 0.853
H -0.791 1.052 -0.224
H -3.476 0.906 0.556
```



(b)
DFT (ωB97M-V with the def2-TZVPD basis set) results for C2H5NO2 in the gas phase.

Molar mass: 75.067 g/mol
LUMO energy: 0.7 eV
Spin multiplicity: 1
Total charge: 0
SMILES: NCC(=O)O
Orbital gap: 9.910 eV

The geometry in XYZ format:
```
10
C2H5NO2 ωB97M-V with the def2-TZVPD basis set
O 1.706 0.677 0.067
C 0.743 0.385 -0.610
O 0.493 0.465 -2.014
C -0.580 -0.219 -0.008
N -0.436 -0.827 1.410
H 1.131 1.131 -2.244
H -1.045 -0.996 -0.724
H -1.223 0.624 0.244
H -1.260 -0.794 2.037
H 0.471 -0.445 1.841
```



(c)
DFT (ωB97M-V with the def2-TZVPD basis set) results for a molecular structure, C2H5NO2.

Molar mass: 75.067 g/mol
LUMO energy: 0.8 eV
Spin multiplicity: 1
Total charge: 0
Orbital gap: 8.771 eV

The geometry in XYZ format:
```
10
C2H5NO2 ωB97M-V with the def2-TZVPD basis set
N 1.805 0.013 0.123
C 0.665 -0.268 -0.543
O 0.091 -1.352 -0.137
C -1.210 -0.070 -0.305
O -1.281 1.234 0.115
H 2.136 -0.643 0.828
H 2.427 0.745 -0.176
H -1.480 -0.186 -1.345
H -1.791 -0.712 0.362
H -1.361 1.241 1.078
```



Of them, (a) has the lowest stability.